1.
DFT (ωB97M-V/def2-TZVPD) results for 4 unconnected molecules or ions with the total composition C12H26F6NO6 at a distorted geometry.

The geometry in XYZ format:
```
51
Properties=species:S:1:pos:R:3:mulliken_charge:R:1
O 18.2436 -12.9285 -23.2785 -0.12
H 18.6190 -13.6639 -22.6892 0.41
H 17.3644 -12.6178 -22.9173 0.34
H 18.2788 -13.2255 -24.2105 0.39
C 15.3524 -12.3408 -21.7696 0.22
O 16.1924 -11.2574 -22.3316 -0.39
O 16.0155 -13.4197 -21.7201 -0.84
C 14.7697 -11.8889 -20.4204 0.78
F 14.1394 -10.6800 -20.5064 -0.31
F 13.7954 -12.7080 -19.9832 -0.29
F 15.6804 -11.7955 -19.4613 -0.27
C 15.5638 -10.1883 -22.9619 -0.36
C 16.5825 -9.3846 -23.7643 -1.18
H 17.0224 -10.0306 -24.5296 0.18
H 16.0519 -8.6029 -24.3190 0.41
H 17.3183 -8.8858 -23.1398 0.34
H 15.1635 -9.4540 -22.2515 0.24
H 14.7151 -10.4823 -23.5925 0.38
H 14.5072 -12.4122 -22.4997 0.08
C 20.3686 -14.7673 -21.4935 0.06
O 20.4948 -13.3398 -21.4783 -0.19
O 19.2522 -15.1429 -22.0830 -0.83
C 21.6381 -15.4049 -22.1060 0.75
F 22.7642 -15.1668 -21.3855 -0.31
F 21.5700 -16.7304 -22.2537 -0.30
F 21.8852 -14.8851 -23.3443 -0.29
C 21.1858 -12.7977 -20.3998 -0.35
C 21.0353 -11.2790 -20.3836 -1.10
H 19.9974 -11.0594 -20.6414 0.17
H 21.4094 -10.8868 -19.4391 0.40
H 21.6385 -10.7973 -21.1595 0.28
H 22.2662 -13.0051 -20.4595 0.24
H 20.9396 -13.1686 -19.3953 0.35
H 20.4118 -15.1506 -20.4422 0.33
C 17.2875 -15.9920 -24.4013 -1.13
C 18.2857 -15.5354 -25.4639 0.53
C 17.7410 -14.6022 -26.5201 -1.01
O 17.2416 -13.4709 -25.8431 -0.35
C 16.3746 -12.6442 -26.5952 -0.78
N 19.4289 -14.8959 -24.8056 -0.49
H 16.5056 -16.6899 -24.6998 0.43
H 16.7783 -15.1096 -24.0018 0.15
H 17.8496 -16.4156 -23.5702 0.27
H 18.6541 -16.4496 -25.9600 0.38
H 16.9467 -15.1472 -27.0552 0.45
H 18.4744 -14.2727 -27.2674 0.38
H 15.8315 -12.0362 -25.8768 0.13
H 15.7136 -13.2541 -27.2171 0.34
H 16.9724 -12.0182 -27.2698 0.27
H 19.5437 -15.1678 -23.8242 -0.06
H 20.3105 -15.1119 -25.2509 0.25
```

The HOMO energy is -4.71 eV. Its energy above the lowest of the compared OMol25 structures with the same formula, charge and spin is 0.000 eV. Its net charge is -1. The strongest force on any atom is 1.96 eV/Å.


2.
DFT (ωB97M-V/def2-TZVPD) results for a molecular structure, C12H26N2O9Zn at a distorted geometry.

The geometry in XYZ format:
```
50
Properties=species:S:1:pos:R:3:mulliken_charge:R:1
Zn -0.5763 -1.5937 -1.2928 1.24
C -0.7475 -1.3105 -3.7281 0.74
O -1.6863 -1.4607 -2.9931 -0.76
O -0.7693 -1.6197 -4.9165 -0.90
O 0.3349 -1.3666 -3.1584 -0.80
C -0.7690 -4.0429 -0.5303 0.61
O -1.1736 -5.1694 -0.8570 -0.81
O -1.3609 -3.0731 -0.1653 -0.76
O -0.1672 -3.6214 -1.4870 -0.73
C 1.6215 2.8146 -0.6345 -0.85
O 0.3211 2.4997 -0.4984 -0.28
C -0.2257 2.1195 -1.7344 -0.71
C -1.6228 1.5083 -1.5253 -1.25
N -1.6217 0.2969 -0.6748 0.90
C -3.0043 -0.1426 -0.3298 -0.96
C -3.4131 0.8174 0.7684 -0.72
O -2.3342 0.8568 1.7208 -0.16
C -2.5462 1.9080 2.6459 -1.00
H 1.9426 3.7169 -1.1549 0.34
H 2.2099 2.0171 -1.0883 0.33
H 1.9522 2.9612 0.3937 0.26
H 0.2031 1.3133 -2.3296 0.33
H -0.4054 2.9695 -2.3927 0.45
H -2.0838 1.3220 -2.4953 0.41
H -2.2207 2.2834 -1.0460 0.42
H -1.4951 0.5498 0.2947 0.25
H -3.0560 -1.1556 0.0693 0.22
H -3.6017 -0.0689 -1.2386 0.34
H -4.3628 0.5587 1.2366 0.51
H -3.5781 1.8244 0.3853 0.39
H -3.3396 1.5821 3.3184 0.37
H -2.7309 2.9056 2.2473 0.31
H -1.7283 1.8314 3.3624 0.28
C 0.3434 -1.2440 2.1119 -1.69
C 1.2723 -0.5614 1.1082 0.89
C 2.8266 -0.7915 1.5373 -1.11
O 3.7451 0.0374 0.6667 -0.22
C 5.1500 -0.3422 0.7753 -0.95
N 1.1049 -1.1076 -0.1930 -0.47
H 0.4534 -0.8536 3.1237 0.47
H 0.5366 -2.3098 2.2339 0.35
H -0.6963 -0.9683 1.9357 0.11
H 1.0976 0.5132 1.1616 -0.04
H 3.0844 -1.8488 1.4752 0.49
H 2.9478 -0.5087 2.5830 0.39
H 5.2960 -1.4200 0.7034 0.34
H 5.7722 0.0032 1.6009 0.31
H 5.6454 -0.2059 -0.1859 0.34
H 1.7452 -0.5114 -0.6978 0.37
H 1.7104 -1.9118 -0.1117 0.41
```

The HOMO energy is 1.48 eV. Its energy above the lowest of the compared OMol25 structures with the same formula, charge and spin is 3.888 eV. Its net charge is -2. The strongest force on any atom is 15.14 eV/Å.


3.
DFT (ωB97M-V/def2-TZVPD) results for a molecular structure, C12H26N4O7Rh at a distorted geometry.

The geometry in XYZ format:
```
50
Properties=species:S:1:pos:R:3:mulliken_charge:R:1
O -0.1549 -0.9384 -3.8626 -0.62
H -0.3286 -0.8295 -4.8141 0.26
Rh -0.2258 0.3148 -0.8463 -1.68
N 1.4066 -0.7623 -1.1532 1.15
N -0.5684 -1.3522 0.2699 1.96
N 0.8836 1.7684 -0.0137 1.27
N -1.5303 1.2613 0.4141 0.48
O 2.5364 -0.2738 -1.5223 -0.73
O 2.2223 1.9093 -0.1285 -0.48
O -2.5589 0.6688 1.0142 -0.49
O -1.4082 -1.5123 1.2347 -0.73
C 0.1253 -2.4294 -0.1707 0.08
C 1.2704 -2.0919 -0.9348 0.18
C 0.2112 2.7963 0.5088 0.83
C -1.1450 2.4715 0.8540 -0.02
C 2.2926 -3.0025 -1.5019 -1.52
H 2.2020 -3.0353 -2.5969 0.31
H 2.1521 -4.0165 -1.1193 0.42
H 3.3078 -2.6654 -1.2588 0.35
C -0.3691 -3.7922 0.1476 -1.43
H -1.3708 -3.9467 -0.2782 0.29
H -0.4312 -3.9566 1.2303 0.28
H 0.2932 -4.5489 -0.2816 0.43
C 0.9018 4.0838 0.7827 -1.54
C -1.9657 3.2857 1.7914 -1.59
H 1.5864 4.3425 -0.0373 0.43
H 1.4739 4.0290 1.7199 0.32
H 0.1558 4.8803 0.8853 0.41
H -2.8929 2.7667 2.0525 0.40
H -2.2197 4.2499 1.3304 0.44
H -1.4068 3.4968 2.7157 0.35
H 2.4863 1.0979 -0.7086 0.52
H -2.1861 -0.3389 1.1321 0.40
C -1.7774 -0.6967 -2.2426 -0.80
H -1.4557 -1.5902 -2.7684 0.45
H -2.0505 0.1399 -2.8843 0.31
H -2.6259 -0.9057 -1.5679 0.29
O 0.2328 1.2183 -2.4906 -0.71
H 0.0051 -0.0239 -3.4785 0.41
H 1.2054 1.2809 -2.4990 0.33
C 0.6146 -1.5958 3.9304 -1.21
C 0.5149 -0.2540 3.2629 0.93
C -0.2587 0.7721 4.0528 -1.08
O 0.9669 -0.0285 2.1393 -0.47
H 0.6308 -1.4944 5.0190 0.45
H 1.5200 -2.1025 3.5904 0.33
H -0.2588 -2.1943 3.6474 0.18
H 0.0007 1.7829 3.7186 0.09
H -1.3371 0.6119 3.9011 0.23
H -0.0432 0.6755 5.1260 0.53
```

The HOMO energy (alpha / beta) is -9.42 / -11.94 eV. Its energy above the lowest of the compared OMol25 structures with the same formula, charge and spin is 1.957 eV. Its net charge is +1. The multiplicity is 5. The strongest force on any atom is 3.02 eV/Å.


4.
DFT (ωB97M-V/def2-TZVPD) results for a molecular structure, C12H26N8O3 at a distorted geometry.

The geometry in XYZ format:
```
49
Properties=species:S:1:pos:R:3:mulliken_charge:R:1
C -2.5253 0.9756 0.1790 0.91
C -1.0750 0.8801 -0.3908 -0.19
C -2.5086 0.7165 1.6458 -0.67
C -3.5262 1.6068 2.3648 -0.86
C -3.6623 3.2270 2.2444 -0.71
C -1.2903 3.9836 1.8520 0.33
C 0.5854 -0.7497 -1.4586 0.33
C 0.6019 -2.0214 -2.2126 -0.07
C 1.6469 -0.9173 -0.4111 -0.54
C 3.1372 -0.7269 -0.9119 -0.88
C 3.5429 -1.6712 -2.0886 -0.74
C 3.9970 -3.7704 -0.8870 0.30
H -4.4491 -0.0854 -0.4064 0.29
H -3.1776 -0.0109 -1.7643 0.31
H -2.8077 1.9988 -0.2665 0.16
H -2.7350 -0.3939 1.6378 0.43
H -1.5871 0.9488 2.2106 0.35
H -4.4861 1.1990 1.8864 0.29
H -3.5873 1.3007 3.3768 0.41
H -4.4404 3.4689 2.9416 0.37
H -4.0418 3.6908 1.3509 0.40
H -1.9752 3.5443 3.6290 0.39
H 0.5307 3.0370 1.3655 0.31
H -2.5983 5.2418 0.6412 0.28
H -0.7055 5.0137 -0.0263 0.28
H -1.4975 -1.0193 -1.3764 0.47
H 0.9826 0.0464 -2.0913 0.22
H 1.5675 -0.2717 0.4893 0.39
H 1.6153 -1.8444 0.1803 0.09
H 3.3414 0.3184 -1.3793 0.30
H 3.8275 -0.6258 -0.0419 0.46
H 2.9176 -1.1380 -3.0427 0.28
H 4.7139 -1.5927 -2.2788 0.43
H 2.4501 -3.4638 -2.4178 0.35
H 5.5576 -3.8181 0.0863 0.21
H 2.5788 -5.1111 -0.2301 0.24
H 4.4906 -5.8064 -0.3187 0.32
H 0.5060 -3.0156 -0.3873 0.45
N -3.2196 -0.2273 -0.6420 -0.92
N -2.4404 3.9771 2.8075 -0.44
N -0.2145 3.3938 2.2040 -0.78
N -1.5670 4.6287 0.6436 -0.42
N -0.8200 -0.3908 -0.9827 -0.14
N 3.0778 -2.9852 -1.7629 -0.12
N 5.0192 -3.1486 -0.4852 -0.64
N 3.5794 -4.9682 -0.6858 -0.52
O -0.2392 1.6978 0.1428 -0.63
O 0.5794 -1.9415 -3.4779 -0.58
O 0.3303 -3.1801 -1.4547 -0.50
```

The HOMO energy is -8.21 eV. Its energy above the lowest of the compared OMol25 structures with the same formula, charge and spin is 10.213 eV. The strongest force on any atom is 9.54 eV/Å.